# C4H11N2OS

A gas-phase ion, C4H11N2OS (charge +1) (ωB97M-V/def2-TZVPD, OMol25).

Output
HOMO-LUMO gap   0.3063 hartree
Relative energy (zero: lowest compared OMol25 entry of this formula, charge and spin)   2.479 eV
Total charge   +1
SMILES   [NH3+]CC(=O)NCCS

Last column: Mulliken charge in e.
CARTESIAN COORDINATES (ANGSTROEM)
1 C 1.594 -0.993 -0.751  -0.347
2 H -2.735 -1.088 1.214  0.419
3 C -1.532 0.114 -0.232  -0.978
4 N 0.876 1.104 0.284  -0.105
5 H 2.470 1.089 -0.940  0.359
6 C 1.507 0.599 -0.897  -0.598
7 C -0.407 0.807 0.775  0.589
8 H 0.972 0.929 -1.882  0.220
9 H -3.452 -0.436 -0.190  0.390
10 H -1.680 0.720 -1.170  0.367
11 H -1.072 -0.708 -0.568  0.477
12 O -0.678 1.267 1.863  -0.565
13 H 2.169 -1.475 -1.550  0.467
14 H 1.464 1.349 1.130  0.298
15 N -2.842 -0.147 0.593  -0.302
16 H 3.448 -0.801 0.934  0.149
17 H -3.033 0.715 1.111  0.355
18 H 0.609 -1.414 -0.601  0.013
19 S 2.323 -1.631 0.877  -0.206



# CH2N4S

CH2N4S in the gas phase (ωB97M-V/def2-TZVPD, OMol25).

Output
HOMO-LUMO gap   0.3778 hartree
Relative energy (zero: lowest compared OMol25 entry of this formula, charge and spin)   0.250 eV
Total charge   0
SMILES   Sc1nn[nH]n1

Last column: Mulliken charge in e.
CARTESIAN COORDINATES (ANGSTROEM)
1 N -1.422 0.693 -0.089  -0.361
2 N -1.381 -0.605 -0.036  0.372
3 N -0.169 -1.117 -0.076  -0.552
4 N -0.209 1.151 -0.101  -0.241
5 S 2.318 -0.117 -0.091  -0.245
6 H -2.237 -1.133 0.067  0.260
7 C 0.567 0.014 -0.104  0.607
8 H 2.533 1.115 0.431  0.160



# C2H6N2

C2H6N2 in the gas phase (ωB97M-V/def2-TZVPD, OMol25).

Output
HOMO-LUMO gap   0.3630 hartree
Relative energy (zero: lowest compared OMol25 entry of this formula, charge and spin)   2.218 eV
Total charge   0
SMILES   N/C=C/N

Last column: Mulliken charge in e.
CARTESIAN COORDINATES (ANGSTROEM)
1 H 0.454 0.561 2.347  0.226
2 H -0.116 1.289 -0.695  0.447
3 C 0.006 -0.345 0.628  -0.282
4 H -1.206 0.243 2.372  0.247
5 C -0.021 0.304 -0.572  -0.239
6 N 0.348 -0.318 -1.869  -0.583
7 H 0.953 -1.146 -1.662  0.226
8 N -0.375 0.502 1.720  -0.572
9 H 0.497 -1.285 0.797  0.300
10 H -0.305 -0.700 -2.456  0.230



# C12H27Cl6N

4 unconnected molecules or ions with the total composition C12H27Cl6N (ωB97M-V/def2-TZVPD, OMol25).

Output
HOMO-LUMO gap   0.3169 hartree
Relative energy (zero: lowest compared OMol25 entry of this formula, charge and spin)   8.000 eV
Total charge   0
SMILES   CCN(CC)CC.ClCCCl.ClCCCl.ClCCCl

Last column: Mulliken charge in e.
CARTESIAN COORDINATES (ANGSTROEM)
1 H 33.388 17.391 39.130  0.360
2 C 32.331 20.675 38.740  -0.259
3 Cl 33.672 25.004 36.185  -0.183
4 H 33.216 21.194 39.036  0.235
5 H 29.406 18.336 37.811  0.390
6 C 36.036 27.123 32.426  -0.152
7 C 31.236 18.486 38.901  -2.052
8 H 32.315 25.348 37.989  0.089
9 H 30.374 21.255 39.011  0.676
10 H 35.642 26.872 31.415  0.284
11 H 31.256 21.770 40.330  0.406
12 H 30.286 26.158 36.737  0.462
13 H 34.627 19.370 40.718  0.205
14 C 34.753 19.186 39.562  -0.853
15 C 32.120 24.933 36.955  -0.101
16 C 34.995 26.581 33.201  -0.524
17 H 30.267 19.442 37.080  0.271
18 C 31.230 21.622 39.311  -1.303
19 H 34.996 20.245 38.963  0.204
20 Cl 30.473 25.899 39.898  -0.180
21 H 31.707 26.549 35.880  0.305
22 C 28.966 25.134 40.538  -0.716
23 H 30.946 18.044 36.980  0.335
24 H 33.688 18.417 37.681  0.292
25 H 35.164 26.237 34.175  0.255
26 H 32.258 20.861 37.564  0.140
27 Cl 36.320 28.820 32.978  -0.196
28 H 29.127 23.231 39.353  -0.305
29 C 30.987 25.741 36.185  -0.520
30 C 30.445 18.576 37.788  -1.247
31 H 29.033 24.665 41.433  0.381
32 H 34.227 27.367 33.580  0.292
33 H 31.076 22.602 38.793  -0.061
34 Cl 27.906 24.629 38.067  -0.187
35 H 27.441 23.738 40.231  0.334
36 N 32.284 19.309 39.156  0.159
37 H 31.245 17.711 39.321  1.518
38 H 30.698 18.945 39.607  0.723
39 H 28.322 25.911 40.765  0.493
40 Cl 34.149 25.232 32.269  -0.202
41 H 35.328 18.259 39.386  0.386
42 C 33.537 18.540 38.817  -0.521
43 Cl 30.703 24.841 34.711  -0.158
44 H 31.684 23.771 36.813  0.062
45 C 28.401 23.994 39.628  0.217
46 H 36.953 26.563 32.745  0.243



# C4H4N2O2

C4H4N2O2 in the gas phase (ωB97M-V/def2-TZVPD, OMol25).

Output
HOMO-LUMO gap   0.3497 hartree
Relative energy (zero: lowest compared OMol25 entry of this formula, charge and spin)   2.428 eV
Total charge   0
SMILES   N/N=C1/C=CC(=O)O1

Last column: Mulliken charge in e.
CARTESIAN COORDINATES (ANGSTROEM)
1 O -0.462 0.499 0.801  -0.298
2 N 2.207 0.971 0.689  -0.497
3 C -0.371 -0.863 -1.066  -0.347
4 H 0.183 -1.496 -1.792  0.396
5 H -2.613 -0.804 -1.321  0.322
6 C 0.440 -0.109 -0.102  0.586
7 N 1.654 0.074 -0.222  -0.279
8 H 3.153 0.702 0.842  0.265
9 H 1.789 0.886 1.586  0.240
10 C -1.597 -0.610 -0.807  -0.334
11 C -1.653 0.239 0.422  0.539
12 O -2.729 0.512 0.971  -0.594



# C23H30N3O12Pd

A molecular structure, C23H30N3O12Pd (ωB97M-V/def2-TZVPD, OMol25).

Output
HOMO-LUMO gap (alpha / beta)   0.1500 / 0.1223 hartree
Multiplicity   4
Total charge   -2
⟨S²⟩   3.805

Last column: Mulliken charge in e.
CARTESIAN COORDINATES (ANGSTROEM)
1 N -25.754 7.260 8.626  0.219
2 H -27.583 7.222 7.659  0.256
3 O -21.170 6.733 0.338  -0.829
4 H -24.548 5.780 9.270  0.393
5 C -22.021 1.037 6.371  -0.621
6 H -27.755 8.046 3.160  0.324
7 C -21.832 2.292 8.522  0.576
8 H -21.284 10.364 3.958  0.321
9 C -26.512 7.022 7.495  -0.108
10 H -28.192 5.416 5.287  0.025
11 C -23.084 1.945 5.906  0.477
12 C -23.653 3.566 1.486  0.599
13 O -23.713 1.799 4.825  -0.481
14 N -27.518 6.655 1.643  0.307
15 H -27.418 8.236 9.651  0.296
16 C -22.255 5.704 1.956  -0.564
17 C -23.134 4.729 2.497  0.220
18 H -25.771 8.755 10.090  0.326
19 H -22.938 4.035 8.891  0.283
20 H -26.497 7.234 10.647  0.347
21 C -22.589 4.763 -0.363  0.337
22 H -26.757 5.454 0.095  0.415
23 O -21.609 2.357 9.817  -0.774
24 O -26.241 6.650 3.523  -0.376
25 C -27.142 7.187 2.848  -0.076
26 O -24.227 2.566 1.953  -0.686
27 C -23.347 3.725 0.061  -0.864
28 H -22.805 9.102 2.300  0.409
29 H -23.925 7.446 9.414  0.309
30 H -22.774 8.507 6.365  0.261
31 O -24.047 4.226 6.380  -0.184
32 C -27.581 3.485 4.446  -0.425
33 O -20.441 0.297 7.928  -0.619
34 H -24.153 8.128 2.956  -0.105
35 H -28.105 7.427 -0.179  0.308
36 H -28.953 8.319 1.086  0.329
37 C -26.389 7.907 9.797  -0.981
38 C -23.596 9.060 3.050  -0.716
39 C -28.563 7.340 0.806  -0.984
40 H -22.747 11.299 4.411  0.301
41 H -23.985 6.601 7.761  0.086
42 C -22.141 10.419 4.629  -0.946
43 C -28.240 4.347 5.494  -0.940
44 Pd -25.032 5.424 4.861  1.831
45 O -22.289 4.727 -1.637  -0.838
46 H -21.819 10.476 5.669  0.299
47 H -24.284 9.859 2.772  0.331
48 H -27.788 4.176 6.471  0.118
49 C -22.656 3.308 8.144  -0.757
50 C -27.041 5.365 1.143  -0.824
51 O -23.930 7.307 5.176  -0.595
52 C -24.416 6.731 8.754  -0.774
53 H -29.279 4.042 5.617  0.500
54 H -27.806 2.455 4.721  0.404
55 C -21.363 1.168 7.557  0.217
56 H -29.457 6.721 0.730  0.336
57 O -23.474 4.729 3.687  -0.631
58 H -26.216 5.028 1.771  -0.010
59 H -28.137 3.586 3.515  0.141
60 O -26.235 3.555 4.314  -0.366
61 H -21.606 0.185 5.853  0.434
62 H -27.842 4.628 1.091  0.302
63 C -23.199 8.306 5.369  0.109
64 H -21.839 6.399 2.671  0.390
65 C -23.360 3.318 6.864  0.283
66 H -23.744 3.002 -0.636  0.362
67 O -26.047 6.415 6.517  -0.381
68 C -21.989 5.749 0.630  0.393
69 N -22.957 9.188 4.409  0.281